# C27H22N2O3

An isolated molecule of C27H22N2O3 in a non-equilibrium geometry (wB97M-V/def2-TZVPD, the Open Molecules 2025 dataset).

Cartesian coordinates (Å):
C  -3.2155  3.9041  2.7209
C  -1.4269  4.1502  4.3670
H  -4.5004  3.9882  5.8544
H  1.0223  -1.6412  2.1458
H  -5.3996  3.3324  0.8898
H  -1.1327  6.1288  0.3770
C  -4.4114  3.4054  0.4404
H  -0.3597  4.2467  4.5805
H  -2.0962  4.3627  6.3977
C  -0.5574  1.3889  2.2026
C  -4.1825  3.8704  3.7305
C  2.6287  9.1900  0.9168
O  2.7395  0.0323  2.3808
H  1.6261  9.5234  1.2158
H  4.7547  8.5758  2.3329
C  -2.9101  3.3504  -1.4714
N  1.8083  0.8398  2.6220
C  0.0182  4.9228  1.7175
C  -1.1398  -1.3613  2.4137
C  -0.1889  6.0390  0.9125
H  -5.2231  3.7297  3.4449
C  2.0155  6.8946  1.5166
H  -0.7690  3.5509  -1.0302
C  -2.4078  4.2035  5.3701
C  -2.0136  3.6769  0.7175
H  -2.7558  3.2734  -2.5472
H  4.4076  6.8567  2.5980
H  1.3636  3.9682  3.1223
C  1.1955  4.7941  2.4413
C  -1.7921  3.5224  -0.6355
C  -2.1547  -0.4036  2.5467
H  -1.3702  -2.4238  2.4638
O  -0.1474  2.6515  1.9122
C  4.3284  7.6733  1.8741
C  2.2201  5.7109  2.2714
C  0.7776  7.0353  0.8345
C  -1.8512  3.9795  3.0692
C  -4.2042  3.2495  -0.9342
H  -2.6810  1.6614  2.5072
C  -3.3132  3.6869  1.2586
H  2.6460  9.1462  -0.1838
H  -3.1895  -0.6998  2.7134
H  3.1551  5.5311  2.7952
H  -5.0485  3.0539  -1.5995
C  -1.8611  0.9572  2.4346
C  0.4728  0.4163  2.2669
N  2.9405  7.9039  1.5119
H  0.5807  7.9196  0.2282
O  1.9934  1.9123  3.2306
H  4.9459  7.4044  0.9988
C  -0.9807  3.7965  1.8348
H  3.3593  9.9326  1.2583
C  0.1821  -0.9553  2.2429
C  -3.7601  4.0167  5.0536

Properties
* Kohn-Sham gap: 6.9 eV
* highest occupied orbital energy: -7.353 eV
* charge: 0
* relative energy (zero: lowest compared OMol25 entry of this formula, charge and spin): 75.9 kcal per mole